Molecular formula: C40H56BN11NaOSiTe
Method: DFT, ωB97M-V with the def2-TZVPD basis set

Output
Charge: -2
Total energy, eV: -81095.394
<S²>: 0.759
Energy above the lowest of the compared OMol25 structures with the same formula, charge and spin, kcal/mol: 27.3
Lowest unoccupied orbital energy (spin up / spin down), eV: 3.65 / 3.65
2S+1: 2
HOMO-LUMO gap (spin up / spin down), eV: 4.598 / 4.582

Geometry (Å):
Na  -1.020865  -0.262567  -0.144789
C  1.132812  0.330045  3.665117
C  2.240159  -0.133334  2.773886
C  3.626444  -0.118100  3.027619
C  4.195392  -0.617595  1.877415
N  3.194999  -0.909427  1.014793
N  1.997775  -0.616920  1.566073
B  3.239620  -1.299717  -0.483816
N  2.159206  -2.354975  -0.799050
C  2.381851  -3.682209  -0.662999
C  1.207845  -4.344201  -0.924325
C  0.282254  -3.321590  -1.213972
C  -1.156814  -3.485634  -1.581165
N  0.864638  -2.131442  -1.112580
N  3.147465  0.002179  -1.321310
C  4.157695  0.550677  -2.036328
C  3.764674  1.807304  -2.429008
C  2.475456  1.961200  -1.880056
C  1.594709  3.162887  -1.956715
N  2.115211  0.864643  -1.226340
N  4.562836  -1.988811  -0.933808
C  4.725440  -2.461094  -2.186510
C  5.990978  -2.995519  -2.282613
C  6.543817  -2.807034  -1.002606
C  7.900123  -3.203215  -0.508868
N  5.673635  -2.204902  -0.204708
H  1.504199  0.521012  4.673518
H  0.684210  1.241746  3.262787
H  0.342765  -0.419630  3.705669
H  4.134260  0.207303  3.922331
H  5.220485  -0.792827  1.616577
H  3.355425  -4.067281  -0.405424
H  1.036958  -5.408660  -0.926232
H  -1.353072  -4.512783  -1.892553
H  -1.812887  -3.244274  -0.745089
H  -1.435298  -2.803328  -2.382514
H  5.085610  0.033339  -2.214340
H  4.324493  2.518966  -3.014943
H  2.028925  3.914803  -2.618835
H  0.597760  2.888338  -2.297829
H  1.469306  3.597328  -0.962163
H  3.936144  -2.383005  -2.917248
H  6.452804  -3.453243  -3.142252
H  8.458839  -3.698180  -1.303036
H  8.464123  -2.329393  -0.177303
H  7.818445  -3.884105  0.340131
Te  -1.684633  -2.612641  2.191137
C  -2.661456  -2.810288  4.046297
C  -3.397338  -3.958525  4.359187
C  -4.064715  -4.085719  5.565861
C  -4.018645  -3.061863  6.504752
C  -3.291479  -1.913964  6.214405
C  -2.627537  -1.792582  5.005131
H  -3.446658  -4.761523  3.633140
H  -4.629568  -4.985865  5.780044
H  -4.547877  -3.153736  7.445391
H  -3.246828  -1.108470  6.938511
H  -2.070331  -0.888423  4.787784
C  0.487549  0.564182  -4.683842
N  -0.730361  -0.217348  -4.815295
C  -0.418807  -1.577418  -5.207450
C  -1.474252  -0.198010  -3.550988
C  -2.125397  1.130193  -3.226187
C  -2.722676  1.864881  -4.252404
C  -3.346041  3.075466  -3.975048
C  -3.376145  3.538907  -2.665779
C  -2.773614  2.788465  -1.656430
C  -2.127152  1.565680  -1.885610
H  1.000311  0.615754  -5.649317
H  1.177283  0.137706  -3.935277
H  0.230691  1.575635  -4.367544
H  0.102379  -1.575684  -6.170047
H  -1.346776  -2.142615  -5.318748
H  0.218528  -2.097536  -4.470359
H  -0.814630  -0.461314  -2.713806
H  -2.260096  -0.960802  -3.609053
H  -2.683299  1.498906  -5.276432
H  -3.815727  3.645721  -4.771888
H  -3.867388  4.485403  -2.438154
H  -2.806497  3.181771  -0.635443
N  -0.685816  1.898432  1.225947
C  -0.687864  2.961943  1.671728
N  -0.677401  4.194270  2.172392
C  -0.248098  4.362582  3.552368
C  1.273840  4.575814  3.635180
C  1.785462  5.264957  2.357990
C  0.712531  6.184920  1.774670
C  -0.477070  5.343392  1.291463
H  -0.548673  3.483500  4.119465
H  -0.778784  5.226656  3.962680
H  1.776356  3.614141  3.751021
H  1.499273  5.179911  4.518355
H  2.034392  4.505860  1.612463
H  2.697245  5.824850  2.571610
H  1.108464  6.758214  0.935461
H  0.388406  6.899962  2.537045
H  -0.294320  4.972173  0.283768
H  -1.389029  5.949447  1.262060
C  -5.190964  -3.072935  0.521851
Si  -4.467006  -1.410510  -0.102405
C  -5.404824  -0.078724  0.889020
C  -5.135454  -1.196126  -1.873977
O  -2.902848  -1.336490  0.037870
H  -6.280400  -3.059145  0.630393
H  -4.760865  -3.301626  1.503299
H  -4.929002  -3.897260  -0.149372
H  -6.491485  -0.188729  0.809959
H  -5.132849  0.912223  0.513460
H  -5.136267  -0.119497  1.950054
H  -6.230375  -1.176458  -1.890307
H  -4.803519  -1.998588  -2.540852
H  -4.774745  -0.248309  -2.285776

Forces on atoms 1 to 2 (eV/Å):
0.24 0.68 -0.33
-0.02 -0.02 -0.14

Mulliken atomic charge list, values in e, 2 entries:
1 Na 1.18
2 C -0.36

---

Molecular formula: CHClI2
Method: DFT, ωB97M-V with the def2-TZVPD basis set

Output
Total energy, eV: -29774.402
Energy above the lowest of the compared OMol25 structures with the same formula, charge and spin, kcal/mol: 45.0
Lowest unoccupied orbital energy, eV: -0.92
HOMO-LUMO gap, eV: 8.566

Geometry (Å):
C  0.103688  -0.022780  0.041778
Cl  0.096071  0.078613  1.776143
I  -0.984122  -1.664795  -0.711184
I  -0.828201  1.823094  -0.674883
H  1.612562  -0.214132  -0.431855

Forces on atoms 1 to 2 (eV/Å):
3.54 0.27 -1.50
0.25 -0.32 0.29

Mulliken atomic charge list, values in e, 2 entries:
1 C -0.58
2 Cl -0.06

---

Molecular formula: C3H3NO2
Method: DFT, ωB97M-V with the def2-TZVPD basis set

Output
Total energy, eV: -8743.024
Energy above the lowest of the compared OMol25 structures with the same formula, charge and spin, kcal/mol: 48.6
Lowest unoccupied orbital energy, eV: 0.89
SMILES: Oc1ccon1
HOMO-LUMO gap, eV: 10.833

Geometry (Å):
O  -0.652717  -0.418572  -1.889988
C  -0.383244  -0.083838  -0.620574
C  0.847723  -0.336574  0.045990
C  0.621964  0.194882  1.269362
O  -0.609432  0.711705  1.347927
N  -1.251982  0.531389  0.137476
H  -1.526415  -0.061402  -2.107259
H  1.728112  -0.821917  -0.344616
H  1.225992  0.284328  2.161681

Forces on atoms 1 to 2 (eV/Å):
-0.14 0.09 -0.03
-0.06 0.12 0.22

Mulliken atomic charge list, values in e, 2 entries:
1 O -0.49
2 C 0.64